No. 1
The following is a DFT calculation (ωB97M-V/def2-TZVPD) of 9 unconnected molecules or ions with the total composition C8H34O9 at a distorted geometry.

Cartesian coordinates (Å):
C: 17.799 -6.796 -10.903
C: 18.120 -5.768 -9.884
O: 19.317 -5.173 -10.164
H: 17.261 -7.630 -10.453
H: 18.564 -7.390 -11.403
H: 17.155 -6.370 -11.672
H: 18.134 -6.278 -8.920
H: 17.383 -4.987 -9.700
H: 19.673 -4.840 -9.337
C: 12.192 -9.060 -8.023
C: 13.085 -10.218 -7.716
O: 13.207 -10.314 -6.239
H: 11.983 -9.224 -9.080
H: 12.607 -8.090 -7.748
H: 11.246 -9.146 -7.488
H: 14.048 -9.813 -8.027
H: 12.944 -11.212 -8.142
H: 12.295 -10.507 -6.008
C: 16.215 -11.254 -14.245
C: 15.534 -11.490 -15.527
O: 16.179 -12.543 -16.142
H: 16.044 -12.081 -13.556
H: 15.555 -10.476 -13.859
H: 17.237 -10.879 -14.292
H: 15.766 -10.661 -16.196
H: 14.476 -11.683 -15.352
H: 16.737 -12.169 -16.827
C: 22.289 -11.623 -13.145
C: 22.435 -13.016 -12.527
O: 21.409 -13.141 -11.562
H: 22.054 -10.850 -12.413
H: 21.679 -11.514 -14.041
H: 23.299 -11.323 -13.426
H: 23.423 -13.117 -12.078
H: 22.251 -13.686 -13.366
H: 20.782 -13.791 -11.887
O: 15.441 -13.205 -6.455
H: 14.801 -12.510 -6.301
H: 15.913 -12.926 -7.239
O: 19.800 -11.410 -8.117
H: 20.147 -11.740 -8.945
H: 20.511 -11.538 -7.490
O: 18.446 -15.624 -10.922
H: 17.491 -15.619 -10.980
H: 18.672 -16.538 -10.754
O: 14.130 -14.455 -10.933
H: 14.613 -13.793 -10.440
H: 13.695 -14.983 -10.264
O: 16.631 -12.323 -9.719
H: 17.000 -11.573 -9.251
H: 17.390 -12.863 -9.941

Calculated values
Structure (SMILES) = CCO.CCO.CCO.CCO.O.O.O.O.O
LUMO energy = 0.24 eV

Results of the Mulliken charge analysis, in e, for atoms 1 through 6:
1. C -0.973
2. C -0.160
3. O -0.509
4. H 0.246
5. H 0.330
6. H 0.257

No. 2
The following is a DFT calculation (ωB97M-V/def2-TZVPD) of 10 unconnected molecules or ions with the total composition C8H36O10 at a distorted geometry.

Cartesian coordinates (Å):
C: -2.267 -5.446 4.243
C: -3.092 -6.221 3.152
O: -2.993 -7.619 3.398
H: -2.273 -4.372 4.055
H: -1.222 -5.754 4.222
H: -2.581 -5.706 5.254
H: -2.575 -5.935 2.235
H: -4.136 -5.908 3.165
H: -3.353 -7.783 4.273
C: 0.174 0.945 0.197
C: -1.153 0.446 0.663
O: -2.056 1.517 0.908
H: 0.930 0.189 0.413
H: 0.620 1.773 0.749
H: 0.286 1.079 -0.879
H: -1.186 -0.269 1.486
H: -1.430 -0.283 -0.099
H: -1.831 2.119 1.621
C: 6.568 3.951 -0.726
C: 7.685 3.587 0.296
O: 7.154 3.666 1.593
H: 6.753 3.456 -1.680
H: 6.673 5.034 -0.789
H: 5.548 3.667 -0.467
H: 8.635 4.117 0.227
H: 8.005 2.551 0.181
H: 7.942 3.596 2.137
C: -4.682 -4.489 -3.955
O: -4.173 -4.161 -2.703
H: -3.919 -5.065 -4.479
H: -5.610 -5.040 -3.800
H: -5.037 -3.607 -4.487
H: -4.749 -3.477 -2.352
C: 0.946 -1.533 -5.852
O: 0.700 -0.450 -6.637
H: 0.201 -2.324 -5.934
H: 1.955 -1.934 -5.748
H: 0.727 -1.214 -4.833
H: 1.469 0.123 -6.686
O: 2.107 5.927 1.448
H: 2.991 5.578 1.331
H: 1.601 5.188 1.786
O: -5.038 7.076 3.582
H: -4.264 7.032 3.020
H: -5.206 8.013 3.687
O: 5.426 -1.607 -2.221
H: 4.973 -2.336 -1.797
H: 6.349 -1.860 -2.210
O: -5.963 0.042 -1.747
H: -5.116 0.460 -1.592
H: -6.481 0.709 -2.199
O: -1.388 3.979 4.519
H: -2.050 4.167 5.185
H: -0.595 4.407 4.842

Calculated values
Structure (SMILES) = CCO.CCO.CCO.CO.CO.O.O.O.O.O
LUMO energy = 0.31 eV

Results of the Mulliken charge analysis, in e, for atoms 1 through 6:
1. C -0.984
2. C -0.218
3. O -0.506
4. H 0.296
5. H 0.280
6. H 0.326

| no. | orbital gap (eV) | highest occupied orbital energy (eV) |
| --- | --- | --- |
| 1 | 10.23 | -9.997 |
| 2 | 10.27 | -9.962 |